No. 1
Computed, not measured: CH2ClNOP2 in the gas phase, with ωB97M-V/def2-TZVPD.

Each line ends with the Mulliken charge.
Positions of all 8 atoms, in Å:
H1 1.41905 -1.52612 -0.38274  0.250
N1 1.07288 -0.90313 -1.13173  -0.561
P1 0.16147 0.24268 -0.58449  0.369
P2 0.59849 1.92374 -1.80593  -0.072
H2 -0.36684 2.49657 -0.85579  0.002
C1 -0.73818 -0.68262 1.24959  0.365
O1 -0.76774 -1.81915 1.06017  -0.276
Cl1 -1.37914 0.26803 2.45093  -0.076

Properties
Charge: 0
Spin multiplicity: 1
E_HOMO (hartree): -0.300
ΔE to the lowest compared entry with this formula, charge and spin (kJ/mol): 242.7

No. 2
Computed, not measured: a molecular structure, C16H14BF5HgN6S, with ωB97M-V/def2-TZVPD.

Each line ends with the Mulliken charge.
Positions of all 44 atoms, in Å:
H1 1.06436 3.26530 0.12127  0.433
N1 0.41612 1.82657 -1.29620  -0.470
B1 0.11834 0.38616 -3.38071  0.194
N2 0.45525 1.73462 -2.66670  0.140
C1 0.85816 2.92654 -3.15714  -0.153
Hg1 0.73490 0.38164 0.37064  1.282
H2 0.92035 3.07686 -4.23038  0.443
C2 1.16168 3.77662 -2.09565  -1.002
H3 1.54474 4.78826 -2.10721  0.378
C3 0.90150 3.04266 -0.93205  0.000
H4 0.26569 0.50946 -4.56005  -0.134
C4 -1.06910 -1.79714 1.67606  -0.958
H5 -1.03642 -2.36528 2.61636  0.340
H6 -0.09375 -1.89998 1.15173  0.080
H7 -1.83024 -2.21185 1.00162  0.255
N3 -1.35722 -0.03446 -3.06826  0.221
N4 1.06317 -0.73889 -2.84008  -0.076
N5 -1.74629 -0.23977 -1.76980  -0.253
N6 1.18561 -0.98604 -1.49756  -0.089
C5 -2.39212 -0.24142 -3.91753  -0.254
C6 1.91248 -1.55001 -3.51697  -0.182
H8 -2.25114 -0.13084 -4.97383  0.437
H9 1.95924 -1.50245 -4.59503  0.448
C7 -3.51075 -0.57555 -3.14390  -0.920
C8 2.62598 -2.29849 -2.58856  -1.047
C9 -3.04532 -0.55036 -1.80539  -0.251
C10 2.16023 -1.90703 -1.33067  -0.223
H10 -4.48733 -0.79726 -3.48497  0.411
H11 3.41601 -3.01594 -2.78128  0.366
H12 -3.62009 -0.74028 -0.90445  0.416
H13 2.48053 -2.20048 -0.33288  0.421
H14 -1.26505 -0.75078 1.87466  0.217
F1 -0.72616 -0.07448 6.97223  -0.281
C11 0.03923 0.07418 5.87280  0.455
C12 0.04258 1.30793 5.18239  0.186
F2 -0.69382 2.33556 5.64405  -0.288
C13 0.75111 1.42677 3.98382  0.387
F3 0.64457 2.57120 3.26110  -0.301
C14 1.49380 0.34099 3.47369  -0.008
S1 2.41810 0.44261 2.00196  -0.461
C15 1.49360 -0.87651 4.18815  0.183
F4 2.11049 -1.96270 3.65239  -0.343
C16 0.77882 -1.01541 5.37446  0.289
F5 0.73805 -2.20822 6.00268  -0.289

Properties
Charge: 0
Spin multiplicity: 1
E_HOMO (hartree): -0.321

No. 3
Computed, not measured: a molecular structure, C13H23FeN4O2P2, with ωB97M-V/def2-TZVPD.

Each line ends with the Mulliken charge.
Positions of all 45 atoms, in Å:
Fe1 0.28918 -0.42641 0.67469  0.002
P1 1.99324 -0.39503 -0.74528  1.141
C1 2.28220 -2.20524 -0.90714  -1.602
C2 1.14905 -3.03625 -0.37214  0.657
N1 0.18208 -2.34831 0.29961  -0.010
C3 -0.90292 -2.97760 0.83869  0.702
C4 -0.91896 -4.35580 0.88091  -0.776
C5 0.11086 -5.05903 0.29013  -0.315
C6 1.11996 -4.41009 -0.40550  -0.752
C7 -2.02972 -2.11948 1.34765  -1.250
P2 -2.01585 -0.44065 0.47969  0.916
H1 1.90957 -4.93656 -0.96038  0.481
H2 -1.72370 -4.86772 1.40523  0.498
H3 0.15633 -6.13547 0.35848  0.443
H4 -3.01128 -2.54946 1.13408  0.526
H5 -1.98246 -1.89981 2.42505  0.365
H6 2.63442 -2.39326 -1.93061  0.499
H7 3.18258 -2.44923 -0.31213  0.460
H8 -0.34008 -3.39015 -4.41201  0.295
O1 -0.16913 -3.26480 -5.35878  -0.607
H9 0.38976 -2.47731 -5.36633  0.314
H10 -2.08550 0.63410 -3.16016  0.293
O2 -1.56312 1.36641 -3.47263  -0.594
H11 -2.02191 1.69188 -4.26178  0.307
C8 -3.27710 -0.81582 -0.85412  -1.196
H12 -4.03531 -1.52756 -0.46719  0.342
H13 -3.77596 0.11570 -1.18376  0.387
H14 -2.75916 -1.25677 -1.72587  0.312
C9 -2.92084 0.84302 1.47139  -1.220
H15 -3.10877 1.68796 0.77921  0.368
H16 -3.87628 0.46785 1.89378  0.395
H17 -2.24370 1.18912 2.27627  0.360
C10 3.50388 -0.13702 0.23388  -1.534
H18 4.35620 -0.49945 -0.34877  0.423
H19 3.61425 0.91474 0.50698  0.382
H20 3.40219 -0.75483 1.13270  0.463
C11 2.21027 0.55293 -2.27798  -1.038
H21 2.42730 1.60313 -2.02821  0.368
H22 3.03288 0.16799 -2.89703  0.427
H23 1.29348 0.56046 -2.88130  0.325
N2 0.61423 1.16641 1.55582  -0.563
C12 0.97539 2.14925 2.09755  0.558
N3 1.41879 3.22422 2.58655  -0.566
C13 1.09538 3.74991 3.75375  0.474
N4 0.82523 4.24890 4.77961  -0.456

Properties
Charge: +1
Spin multiplicity: 5
E_HOMO (alpha / beta) (hartree): -0.418 / -0.425
⟨S²⟩: 6.02
ΔE to the lowest compared entry with this formula, charge and spin (kJ/mol): 0.0